1.
9
Properties=species:S:1:pos:R:3:lowdin_charge:R:1 method="wB97M-V/def2-TZVPD" lumo_energy_ev=-0.82 spin_multiplicity=1 homo_energy_ev=-8.891 energy_ha=-552.842530 e_above_lowest_ev=4.068 smiles="C#CC(C)=S" mol_weight_g_mol=84.14
H 0.2855 1.9355 -0.5058 0.12
C 0.7167 0.9787 0.0161 -0.17
C -1.9754 -1.0304 0.0821 0.13
S 1.7831 -1.3926 0.0246 0.87
C 0.5937 -0.4414 -0.1166 -1.01
H 0.5473 1.3260 1.0640 0.10
C -0.7006 -1.0152 -0.0919 -0.20
H 1.8106 1.1004 -0.3562 0.08
H -3.0609 -1.4610 -0.1163 0.08

---

2.
11
Properties=species:S:1:pos:R:3:lowdin_charge:R:1 method="wB97M-V/def2-TZVPD" lumo_energy_ev=-0.56 spin_multiplicity=1 homo_energy_ev=-8.661 energy_ha=-1349.341628 e_above_lowest_ev=0.336 smiles="S=C1SC=C[C@H]1S" mol_weight_g_mol=148.28
S 2.0479 -0.6810 -0.4128 0.79
S -1.8264 -0.0346 -0.3837 0.96
C 0.6261 -0.4880 0.6365 -0.78
H 0.9257 -0.3516 1.6267 0.09
H 2.4470 0.6047 -0.3455 -0.13
H 0.3004 -2.7120 0.6775 0.11
H -2.0987 -2.3791 -0.1068 0.08
C -0.1427 -1.7392 0.5383 -0.24
S 0.1152 2.2096 0.1584 0.66
C -1.3921 -1.5793 0.0972 -0.46
C -0.2517 0.6288 0.1211 -1.10

---

3.
15
Properties=species:S:1:pos:R:3:lowdin_charge:R:1 method="wB97M-V/def2-TZVPD" s_squared=2.0053 lumo_energy_ev="-0.12 / -3.34" spin_multiplicity=3 homo_energy_ev="-4.780 / -8.918" energy_ha=-678.393529 e_above_lowest_ev=1.608 mol_weight_g_mol=240.95
O 0.1672 0.3367 -4.2468 0.06
H 0.5850 1.5682 0.2797 0.14
O 0.1419 -0.3686 -2.2131 0.02
H -0.2882 0.9715 -4.8100 0.10
O 1.0987 0.3197 1.8408 0.06
C -0.2404 -0.4457 0.0412 0.04
Ag -1.7442 -1.0459 4.4799 0.22
C -0.5308 0.2684 -3.0562 -0.08
H 1.8274 0.3054 -0.0706 0.13
H -1.1450 0.0837 -0.2785 0.12
H 0.1256 -1.4624 -0.1383 0.13
O -0.8112 -0.7576 1.6544 -0.01
C 0.8804 0.5247 0.4298 -0.11
O -0.1284 -0.0826 3.6502 -0.14
C 0.0619 -0.2157 2.4372 -0.70

---

4.
13
Properties=species:S:1:pos:R:3:lowdin_charge:R:1 method="wB97M-V/def2-TZVPD" lumo_energy_ev=0.55 spin_multiplicity=1 homo_energy_ev=-8.584 energy_ha=-406.072580 e_above_lowest_ev=0.252 smiles=OB(O)c1ccco1 mol_weight_g_mol=111.89
H 2.6873 1.0204 1.3197 0.10
O -2.5272 0.0097 -0.8570 0.13
O -0.8114 -1.1124 -2.2362 0.16
O -0.1947 -0.5526 1.1748 0.04
H 1.2262 -0.6009 2.8082 0.12
H 1.4463 1.2331 -1.0346 0.12
B -1.1987 -0.3624 -1.1238 -0.52
C 0.9182 -0.2018 1.8516 -0.11
H -2.6256 0.6301 -0.1062 0.11
C 1.0742 0.7498 -0.1463 -0.05
C -0.1108 0.0411 -0.0583 -0.14
C 1.7137 0.6250 1.0673 -0.08
H -1.5974 -1.4793 -2.6590 0.10

---

5.
10
Properties=species:S:1:pos:R:3:lowdin_charge:R:1 method="wB97M-V/def2-TZVPD" lumo_energy_ev=0.48 spin_multiplicity=1 homo_energy_ev=-9.512 energy_ha=-2729.325585 e_above_lowest_ev=1.230 smiles="BrCC1=CC1" mol_weight_g_mol=132.99
C -0.6097 1.3187 -0.2618 -0.53
C 0.0407 0.1084 0.1918 -0.27
H -1.6583 1.1736 -0.5200 0.06
C 0.9796 -0.5846 0.7728 -0.04
C 0.0257 -1.5259 0.0982 -0.07
H 0.3043 -1.9885 -0.8361 0.06
H -0.4959 2.1379 0.4491 0.06
Br 0.2526 1.9724 -1.9360 0.57
H 1.8716 -0.5591 1.3557 0.09
H -0.7105 -2.0530 0.6862 0.06

---

6.
13
Properties=species:S:1:pos:R:3:lowdin_charge:R:1 method="wB97M-V/def2-TZVPD" lumo_energy_ev=-0.05 spin_multiplicity=1 homo_energy_ev=-9.140 energy_ha=-5433.325045 e_above_lowest_ev=2.342 smiles="N=C=C(Br)CBr.C=O" mol_weight_g_mol=242.90
H -0.3514 -2.3443 -1.7349 0.10
Br 2.4282 0.9933 -0.1381 0.72
Br -2.1807 1.1662 -0.4782 0.61
C 0.3671 -1.6026 0.9864 -0.21
C -0.2670 1.7320 -0.4333 -0.57
H -0.1282 2.2500 0.4763 0.04
H 1.3269 -1.4614 1.2836 0.04
H -0.3713 -1.0544 1.6295 0.11
C 0.3860 -0.5651 -1.3491 -0.29
H -0.0493 2.1629 -1.3404 0.03
O 0.1279 -2.4984 0.2600 -0.03
N -0.0348 -1.4324 -2.0926 0.22
C 0.5977 0.5023 -0.5947 -0.77

---

7.
12
Properties=species:S:1:pos:R:3:lowdin_charge:R:1 method="wB97M-V/def2-TZVPD" lumo_energy_ev="-1.29 / -1.28" spin_multiplicity=1 homo_energy_ev="-8.572 / -8.583" energy_ha=-2838.728159 e_above_lowest_ev=5.585 mol_weight_g_mol=161.00
C 0.8127 0.8906 -0.2308 -0.23
H -0.9728 1.6669 0.8771 0.09
H 1.7142 -2.2769 0.1117 0.06
N -1.5053 0.0426 0.0415 -0.06
C -0.5893 0.9171 0.2859 -0.14
Br 3.6859 0.0058 -0.0324 0.09
N 1.3580 -0.4107 0.0764 -0.26
H 1.0211 1.0173 -1.3893 0.17
C 0.9851 -1.5303 0.2195 0.06
C -2.3589 -0.6560 -0.4290 0.09
H 1.3082 1.6915 0.3135 0.09
H -2.7382 -1.5496 0.0167 0.04

---

8.
11
Properties=species:S:1:pos:R:3:lowdin_charge:R:1 method="wB97M-V/def2-TZVPD" lumo_energy_ev=0.05 spin_multiplicity=1 homo_energy_ev=-8.690 energy_ha=-3127.426054 e_above_lowest_ev=3.655 mol_weight_g_mol=165.06
H 0.4774 1.9737 0.2343 0.15
C 1.2101 1.1812 -0.3087 -0.22
Br 2.1432 -1.4939 -0.1976 0.75
H 1.4600 0.0136 1.5438 0.01
H 2.2727 1.4730 -0.5362 0.09
C -1.7557 -1.1612 0.1548 -0.63
C 1.2881 -0.0108 0.5365 -0.69
S -3.3965 -1.6717 -0.2227 0.69
H -3.8876 -0.4594 -0.4063 -0.16
C -0.7613 -0.6468 0.5280 -0.06
H 0.9496 0.8025 -1.3258 0.08